(1)
C3H3NO | wB97M-V/def2-TZVPD

Last column: natural (NBO) charge in e.
Atoms and positions in Å:
C (0.4168, -0.6251, -0.4278)  -0.11
C (0.1782, 0.1192, 0.8402)  -0.11
C (0.9249, 0.7952, -0.2871)  -0.29
N (-0.8720, -0.1779, -0.0586)  0.20
O (-2.0741, -0.0767, -0.3426)  -0.33
H (0.7568, -1.5746, -0.7710)  0.24
H (0.2671, -0.0356, 1.8891)  0.24
H (0.4023, 1.5754, -0.8421)  0.18

Forces on atoms 1 to 2 (eV/Å):
C 0.01 0.75 -0.77
C -0.02 0.92 -0.27

As for the LUMO energy (spin up / spin down): -0.04 / -0.63 eV. The multiplicity is 1.

(2)
C3H3NO | wB97M-V/def2-TZVPD

Last column: natural (NBO) charge in e.
Atoms and positions in Å:
C (0.5032, 0.6042, -0.0391)  -0.37
C (-0.9288, 0.5953, -0.0562)  -0.05
C (0.7514, -0.7111, 0.0096)  0.11
H (1.3244, 1.3255, 0.0068)  0.25
H (-1.5810, 1.4720, 0.1183)  0.22
H (1.7369, -1.2522, -0.0026)  0.22
N (-1.4117, -0.5969, -0.0016)  -0.11
O (-0.3944, -1.4368, -0.0351)  -0.26

Forces on atoms 1 to 2 (eV/Å):
C 0.26 -0.41 0.23
C -0.13 2.45 1.05

As for the LUMO energy: 1.04 eV. Its SMILES is c1cnoc1. The multiplicity is 1.